# C38H98N6O28

A 14-piece molecular cluster, C38H98N6O28 overall (ωB97M-V/def2-TZVPD, the Open Molecules 2025 dataset).

Values from the calculation:
Energy above the lowest of the compared OMol25 structures with the same formula, charge and spin, kJ/mol: 518.0
Lowest unoccupied orbital energy, hartree: -0.0319
HOMO level, eV: -9.02
Kohn-Sham gap, hartree: 0.2997

The geometry in ORCA input format:
```
! RIJCOSX wB97M-V def2-TZVPD def2/J DEFGRID3
* xyz 0 1
C 0.87 -15.11 20.07
N 1.24 -15.98 18.92
O 0.76 -15.67 17.85
O 2.02 -16.99 19.04
H 1.29 -14.11 19.96
H 1.06 -15.54 21.05
H -0.21 -14.98 19.95
C 2.20 -17.98 23.00
N 0.87 -18.31 23.52
O 0.09 -17.37 23.69
O 0.53 -19.50 23.78
H 2.89 -18.79 23.23
H 2.50 -17.10 23.57
H 2.11 -17.96 21.91
C 0.58 -8.40 14.90
N 0.17 -8.95 16.26
O -0.87 -9.57 16.29
O 0.78 -8.65 17.24
H -0.02 -9.02 14.24
H 1.66 -8.46 14.73
H 0.22 -7.38 15.08
C 1.23 -12.67 15.99
N 2.01 -11.84 15.07
O 2.65 -10.86 15.54
O 2.08 -12.17 13.83
H 0.97 -11.86 16.67
H 1.81 -13.50 16.41
H 0.36 -12.95 15.40
C 3.27 -8.32 22.27
N 4.32 -8.25 23.29
O 4.54 -9.25 24.01
O 5.08 -7.27 23.36
H 3.41 -9.21 21.66
H 3.19 -7.30 21.89
H 2.41 -8.69 22.84
C 5.71 -14.73 14.98
N 5.92 -16.11 15.50
O 6.27 -17.07 14.78
O 5.72 -16.28 16.67
H 4.79 -14.23 15.26
H 5.84 -14.72 13.89
H 6.42 -14.12 15.55
C 0.32 -14.82 29.31
O 0.25 -14.90 27.89
C -0.46 -13.77 27.35
C -0.20 -13.73 25.80
O 1.21 -13.48 25.59
C 1.98 -14.38 24.80
H -0.73 -14.92 29.59
H 0.72 -13.84 29.59
H 1.03 -15.49 29.79
H 0.00 -12.81 27.59
H -1.53 -13.76 27.55
H -0.87 -13.08 25.25
H -0.35 -14.77 25.50
H 2.05 -15.36 25.28
H 3.00 -14.01 24.67
H 1.47 -14.59 23.86
C 4.01 -24.05 16.96
O 4.56 -22.95 17.60
C 4.76 -21.83 16.67
C 5.61 -20.70 17.26
O 4.85 -20.05 18.20
C 4.90 -18.61 18.17
H 4.65 -24.51 16.20
H 3.11 -23.74 16.44
H 3.73 -24.72 17.77
H 3.80 -21.44 16.31
H 5.43 -22.18 15.89
H 6.27 -20.10 16.63
H 6.37 -21.24 17.83
H 4.36 -18.17 19.01
H 4.40 -18.26 17.27
H 5.96 -18.37 18.25
C 2.99 -11.05 18.82
O 3.02 -12.42 19.02
C 4.33 -12.90 18.78
C 4.59 -14.33 19.39
O 4.41 -14.24 20.84
C 4.58 -15.39 21.65
H 3.46 -10.48 19.62
H 1.95 -10.72 18.74
H 3.48 -10.84 17.87
H 5.07 -12.25 19.26
H 4.51 -12.95 17.71
H 5.56 -14.69 19.06
H 3.74 -14.93 19.07
H 5.65 -15.55 21.59
H 4.08 -16.27 21.25
H 4.22 -15.20 22.66
C 4.73 -7.91 16.39
O 5.75 -6.94 16.16
C 5.23 -5.60 16.02
C 4.70 -5.42 14.60
O 3.37 -5.96 14.37
C 3.03 -6.19 13.05
H 4.27 -7.72 17.36
H 4.91 -8.99 16.43
H 3.98 -7.91 15.60
H 6.12 -4.97 16.16
H 4.49 -5.34 16.78
H 5.35 -5.92 13.88
H 4.71 -4.35 14.41
H 1.94 -6.31 13.08
H 3.50 -7.07 12.61
H 3.29 -5.33 12.44
C 9.83 -18.70 25.25
O 9.33 -20.03 24.95
C 8.00 -20.09 24.60
C 7.61 -19.40 23.33
O 6.35 -19.75 22.76
C 5.88 -18.94 21.71
H 9.96 -18.22 24.29
H 10.69 -18.77 25.92
H 9.05 -18.17 25.78
H 7.34 -19.71 25.38
H 7.59 -21.10 24.57
H 8.38 -19.60 22.59
H 7.69 -18.32 23.50
H 5.93 -17.92 22.09
H 4.84 -19.22 21.55
H 6.49 -19.11 20.83
C -3.43 -9.87 20.67
O -2.30 -10.36 19.99
C -1.02 -9.70 20.09
C -0.29 -10.00 21.42
O 0.43 -11.26 21.21
C 1.31 -11.52 22.33
H -3.75 -8.95 20.19
H -3.30 -9.65 21.73
H -4.24 -10.58 20.52
H -1.23 -8.64 19.91
H -0.42 -9.94 19.21
H -1.00 -10.17 22.23
H 0.38 -9.22 21.78
H 0.87 -11.32 23.30
H 2.25 -10.97 22.27
H 1.49 -12.58 22.16
C 7.14 -18.85 28.11
O 6.82 -17.81 27.29
C 5.52 -17.32 27.65
C 4.75 -16.95 26.29
O 5.08 -15.79 25.54
C 6.17 -15.79 24.71
H 8.23 -18.99 28.13
H 6.75 -19.79 27.72
H 6.80 -18.79 29.14
H 5.54 -16.36 28.17
H 4.80 -18.02 28.07
H 3.77 -16.64 26.64
H 4.74 -17.95 25.86
H 7.03 -15.93 25.36
H 6.20 -14.89 24.09
H 6.01 -16.68 24.10
C 7.97 -12.24 20.57
O 8.66 -11.66 19.41
C 9.58 -12.50 18.73
C 8.70 -13.26 17.63
O 8.46 -12.61 16.39
C 7.60 -11.53 16.45
H 7.23 -13.02 20.38
H 7.58 -11.53 21.30
H 8.68 -12.73 21.24
H 10.20 -13.10 19.39
H 10.29 -11.98 18.09
H 7.82 -13.62 18.18
H 9.34 -14.11 17.38
H 7.41 -11.04 15.50
H 7.99 -10.83 17.18
H 6.68 -11.84 16.93
*
```

Results of the Löwdin charge analysis, in e, for atoms 1 through 8: 0.06, -0.39, 0.06, 0.01, 0.09, 0.09, 0.11, 0.03



# C34H29F2NO4PSTi

C34H29F2NO4PSTi as an isolated structure (ωB97M-V/def2-TZVPD, the Open Molecules 2025 dataset).

Values from the calculation:
Lowest unoccupied orbital energy (alpha / beta), hartree: 0.0786 / 0.0786
HOMO level (alpha / beta), eV: -1.84 / -1.92
Kohn-Sham gap (alpha / beta), hartree: 0.1464 / 0.1491

The geometry in ORCA input format:
```
! RIJCOSX wB97M-V def2-TZVPD def2/J DEFGRID3
* xyz -1 1
Ti 1.06 0.64 0.12
O 0.21 1.77 -2.25
C -0.32 1.43 -1.18
C -1.75 1.76 -0.82
C -2.40 2.96 -1.08
C -3.67 3.16 -0.55
C -4.29 2.17 0.21
C -3.64 0.95 0.44
C -2.36 0.77 -0.06
P -1.25 -0.68 0.02
C -1.96 -1.82 1.27
C -2.46 -1.31 2.47
C -2.85 -2.16 3.49
C -2.75 -3.54 3.33
C -2.25 -4.06 2.14
C -1.87 -3.21 1.12
C -1.76 -1.51 -1.56
C -0.90 -1.44 -2.65
C -1.28 -2.00 -3.87
C -2.51 -2.62 -4.01
C -3.38 -2.68 -2.92
C -3.00 -2.13 -1.71
H -1.91 3.72 -1.67
H -4.19 4.10 -0.71
H -5.28 2.33 0.62
H -4.13 0.18 1.01
H -2.50 -0.24 2.62
H -3.23 -1.74 4.41
H -3.06 -4.21 4.13
H -2.17 -5.13 2.01
H -1.49 -3.63 0.20
H 0.04 -0.93 -2.56
H -0.61 -1.92 -4.72
H -2.81 -3.05 -4.96
H -4.35 -3.15 -3.02
H -3.69 -2.17 -0.87
F 6.40 -0.29 -1.25
C 5.34 0.56 -1.11
C 4.22 0.14 -0.44
C 3.13 1.00 -0.27
C 3.23 2.31 -0.78
C 4.37 2.66 -1.51
F 4.49 3.88 -2.10
C 5.44 1.82 -1.69
C 2.15 3.25 -0.40
C 2.09 4.61 -0.74
C 1.16 5.44 -0.16
C 0.27 4.88 0.78
C 0.31 3.54 1.02
N 1.19 2.69 0.42
H 4.20 -0.88 -0.06
H 6.31 2.14 -2.24
H 2.81 5.00 -1.44
H 1.13 6.49 -0.41
H -0.46 5.48 1.29
H -0.39 3.05 1.68
C -0.08 0.60 4.23
O -0.03 0.77 2.82
C 0.95 -0.03 2.15
O 1.50 -0.88 2.85
H -0.79 1.32 4.61
H 0.90 0.77 4.68
H -0.39 -0.42 4.51
C 2.43 -3.12 0.89
S 1.59 -2.79 -0.64
C 2.81 -3.37 -1.80
O 1.64 -1.29 -0.84
H 3.50 -2.96 0.79
H 2.20 -4.13 1.21
H 2.03 -2.39 1.62
H 3.71 -2.76 -1.69
H 2.39 -3.26 -2.80
H 3.01 -4.42 -1.59
*
```

Results of the Löwdin charge analysis, in e, for atoms 1 through 8: 0.74, -0.05, -0.49, -0.22, -0.03, -0.09, -0.10, -0.09



# C13H12LiNSbSe4

C13H12LiNSbSe4 as an isolated structure (ωB97M-V/def2-TZVPD, the Open Molecules 2025 dataset).

Values from the calculation:
Energy above the lowest of the compared OMol25 structures with the same formula, charge and spin, kJ/mol: 0.0
Lowest unoccupied orbital energy (alpha / beta), hartree: 0.0233 / 0.0504
HOMO level (alpha / beta), eV: -4.17 / -4.13
Kohn-Sham gap (alpha / beta), hartree: 0.1763 / 0.2022

The geometry in ORCA input format:
```
! RIJCOSX wB97M-V def2-TZVPD def2/J DEFGRID3
* xyz -1 1
Li 0.25 -0.64 -0.81
C -1.96 4.66 -0.72
C -1.38 3.78 -1.67
C -0.96 2.54 -1.30
C -1.08 2.12 0.05
C -0.67 0.87 0.54
C -0.71 0.47 1.82
C -1.25 1.37 2.78
C -1.71 2.59 2.38
C -1.63 3.00 1.02
C -2.08 4.28 0.59
H -2.30 5.64 -1.03
H -1.28 4.10 -2.70
H -0.52 1.86 -2.03
H -0.34 -0.51 2.14
H -1.30 1.07 3.82
H -2.13 3.28 3.11
H -2.53 4.94 1.32
Se 4.71 0.66 -3.47
Sb 2.93 -0.46 -2.15
Se 0.72 -0.39 -3.27
Se 2.51 0.72 -0.02
Se 3.46 -2.82 -1.67
C 1.72 -5.26 0.75
C 0.68 -4.99 -0.36
C 0.18 -3.60 -0.30
N -0.21 -2.53 -0.26
H 2.09 -6.28 0.67
H 1.27 -5.12 1.73
H 2.55 -4.57 0.65
H -0.17 -5.65 -0.27
H 1.13 -5.12 -1.34
*
```

Results of the Löwdin charge analysis, in e, for atoms 1 through 8: 0.29, -0.09, -0.08, -0.04, -0.19, -0.08, -0.14, -0.09



# C55H64ClCsGe2O4S4

C55H64ClCsGe2O4S4 as an isolated structure (ωB97M-V/def2-TZVPD, the Open Molecules 2025 dataset).

Values from the calculation:
Energy above the lowest of the compared OMol25 structures with the same formula, charge and spin, kJ/mol: 0.0
Lowest unoccupied orbital energy, hartree: 0.1277
HOMO level, eV: -0.76
Kohn-Sham gap, hartree: 0.1558

The geometry in ORCA input format:
```
! RIJCOSX wB97M-V def2-TZVPD def2/J DEFGRID3
* xyz -2 1
Cs 0.12 -2.23 2.13
C 4.08 -4.68 -0.21
C 3.10 -3.92 -1.07
C 3.41 -2.64 -1.64
C 2.62 -2.01 -2.59
C 3.31 -0.89 -3.31
C 1.26 -2.43 -2.71
C 0.88 -3.62 -2.11
C -0.52 -4.20 -2.26
C 1.79 -4.32 -1.27
C 0.36 -1.65 -3.64
C 0.62 -1.88 -4.99
C -0.14 -1.28 -5.98
C -1.12 -0.36 -5.63
C -1.38 -0.09 -4.27
C -0.65 -0.79 -3.29
Ge -0.64 -0.06 -1.42
S -1.91 -1.58 -0.56
S 1.35 0.21 -0.32
Ge 0.15 1.91 0.70
S -0.44 1.15 2.66
S -1.43 1.98 -1.03
C 0.71 3.82 0.92
C -0.27 4.74 1.37
C 0.12 6.07 1.50
C 1.32 6.56 0.95
C 2.21 5.63 0.41
C 2.00 4.25 0.52
C 3.01 3.25 0.36
C 3.35 2.37 1.46
C 2.83 2.59 2.86
C 4.39 1.49 1.33
C 5.10 1.36 0.12
C 6.26 0.39 0.09
C 4.75 2.20 -0.95
C 3.70 3.12 -0.86
C 3.27 3.83 -2.16
C -1.62 4.43 1.96
C -1.67 4.22 3.36
C -0.43 4.26 4.23
C -2.89 3.81 3.94
C -4.08 3.98 3.29
C -5.50 3.71 3.83
C -4.02 4.55 2.01
C -2.84 4.69 1.25
C -2.83 5.17 -0.16
C -2.42 0.90 -3.92
C -3.73 0.52 -3.45
C -4.04 -0.91 -3.21
C -4.70 1.46 -3.23
C -4.51 2.81 -3.63
C -5.57 3.88 -3.59
C -3.25 3.16 -4.01
C -2.21 2.20 -4.19
C -0.90 2.77 -4.66
H 4.20 -4.29 0.83
H 5.12 -4.68 -0.69
H 3.79 -5.70 -0.14
H 4.48 -2.35 -1.46
H 2.87 -0.58 -4.32
H 4.31 -1.26 -3.56
H 3.42 -0.06 -2.64
H -0.65 -4.49 -3.32
H -1.31 -3.44 -1.87
H -0.56 -5.09 -1.64
H 1.44 -5.22 -0.77
H 1.45 -2.48 -5.27
H 0.08 -1.53 -7.04
H -1.59 0.27 -6.40
H -0.61 6.78 1.87
H 1.50 7.64 0.94
H 3.15 6.01 0.06
H 2.96 3.66 3.13
H 3.45 1.93 3.53
H 1.78 2.30 2.93
H 4.63 0.90 2.23
H 7.11 0.73 -0.52
H 5.92 -0.60 -0.23
H 6.63 0.27 1.15
H 5.22 2.13 -1.90
H 4.01 3.61 -2.91
H 3.10 4.91 -1.97
H 2.28 3.44 -2.52
H 0.29 5.00 3.77
H 0.02 3.29 4.38
H -0.67 4.60 5.27
H -2.79 3.50 4.97
H -5.79 4.40 4.58
H -5.56 2.69 4.26
H -6.17 3.83 3.01
H -4.93 4.84 1.58
H -3.83 5.03 -0.58
H -2.11 4.57 -0.76
H -2.54 6.23 -0.19
H -3.53 -1.52 -3.97
H -5.13 -1.11 -3.23
H -3.66 -1.27 -2.25
H -5.65 1.12 -2.80
H -5.70 4.34 -4.61
H -5.21 4.72 -2.96
H -6.53 3.49 -3.26
H -3.01 4.18 -4.29
H -1.14 3.63 -5.35
H -0.18 2.05 -4.98
H -0.38 3.19 -3.79
O -0.98 -2.28 5.40
H -0.81 -3.01 6.03
H -1.93 -2.48 5.16
O 4.82 -7.73 5.78
H 4.61 -7.08 5.10
H 3.97 -8.19 5.98
O -3.36 -0.93 2.70
H -3.76 -0.90 1.80
H -2.56 -0.35 2.79
O -3.27 -3.06 4.23
H -4.11 -3.18 4.64
H -3.52 -2.35 3.60
Cl 0.57 -7.03 5.39
C 0.66 -7.50 3.69
C 1.67 -8.43 3.38
C 1.79 -8.93 2.09
C 0.90 -8.50 1.12
C -0.07 -7.55 1.44
C -0.23 -6.88 2.69
C -1.03 -5.83 2.92
H 2.26 -8.75 4.23
H 2.54 -9.61 1.80
H 1.00 -8.87 0.12
H -0.70 -7.19 0.64
H -1.69 -5.58 2.15
H -1.13 -5.29 3.87
*
```

Results of the Löwdin charge analysis, in e, for atoms 1 through 8: 0.63, -0.06, -0.26, -0.03, -0.25, -0.05, -0.14, -0.21



# C5H31N2O11

A 11-piece molecular cluster, C5H31N2O11 overall (ωB97M-V/def2-TZVPD, the Open Molecules 2025 dataset).

Values from the calculation:
Energy above the lowest of the compared OMol25 structures with the same formula, charge and spin, kJ/mol: 181.9
Lowest unoccupied orbital energy, hartree: 0.0938
HOMO level, eV: -5.18
Kohn-Sham gap, hartree: 0.2840

The geometry in ORCA input format:
```
! RIJCOSX wB97M-V def2-TZVPD def2/J DEFGRID3
* xyz -1 1
C -1.31 0.41 2.49
O -2.07 0.12 1.32
C -0.29 1.56 2.50
C 1.18 1.45 1.90
C 1.13 1.71 0.42
C 1.81 2.82 0.00
N 2.13 3.38 -1.24
N 1.05 0.62 -0.45
H -0.90 -0.58 2.79
H -1.99 0.71 3.30
H -0.20 1.80 3.56
H -0.61 2.48 1.98
H 1.77 0.49 2.06
H 1.86 2.14 2.42
H 2.05 3.45 0.90
H 1.65 2.99 -2.07
H 1.76 4.31 -1.27
H 0.78 0.80 -1.41
H 0.75 -0.24 -0.07
H 2.41 -3.07 1.06
H 1.53 -4.03 1.90
O 2.42 -3.85 1.62
H 0.12 -2.56 -1.88
H 1.00 -3.65 -1.05
O 0.78 -3.26 -1.91
H 4.25 0.63 -0.04
H 3.17 -0.07 0.79
O 4.08 -0.15 0.49
H -3.85 -0.42 0.60
H -1.73 -0.68 0.80
O -4.65 0.16 0.55
H -1.62 -0.87 -1.81
H -2.23 0.42 -2.25
O -1.67 -0.30 -2.61
H -1.25 2.49 -0.83
H -2.13 1.29 -0.48
O -2.00 1.98 -1.15
H -1.88 -2.70 -0.23
H -4.39 1.05 0.27
O -1.62 -1.78 -0.32
H -4.35 -1.08 -1.48
H -3.32 -2.11 -2.10
O -4.25 -1.93 -1.92
H 3.30 -0.22 -2.85
H 3.43 1.11 -3.57
O 3.95 0.40 -3.21
H 0.00 -3.15 0.87
H -0.45 -1.79 0.62
O 0.40 -2.29 1.04
*
```

Results of the Löwdin charge analysis, in e, for atoms 1 through 8: -0.25, -0.16, -0.14, -0.16, -0.38, -0.21, 0.02, 0.13



Maximum force (computed, hartree/bohr): 0.092, 0.023, 0.030, 0.063, 0.073
DFT total energy (computed, eV): -107233.126, -94082.530, -283296.133, -235713.795, -31191.582